Formula: C23H29N3O5
Source: OMol25
Level of theory: ωB97M-V with the def2-TZVPD basis set

Properties
Relative energy (zero: lowest compared OMol25 entry of this formula, charge and spin) ... 62.0 kcal/mol
Net charge ... 0
SMILES string ... O=C(CCc1nnc(Cc2ccc3c(c2)OCO3)o1)N(CC1CCC1)C[C@@H]1CCCO1
Gap between HOMO and LUMO ... 0.32218 Eh

CARTESIAN COORDINATES (ANGSTROEM)
O -3.231 -1.281 1.449
C -2.889 -0.115 1.522
N -3.369 0.820 0.663
C -3.233 2.250 0.822
C -2.450 2.941 -0.300
H -3.085 3.042 -1.182
C -1.775 4.251 0.152
H -1.846 5.040 -0.592
H -2.106 4.645 1.111
C -0.412 3.541 0.144
H -0.046 3.302 1.141
H 0.380 4.049 -0.401
C -1.057 2.344 -0.571
H -0.822 2.311 -1.633
H -0.879 1.360 -0.147
H -2.748 2.453 1.774
H -4.241 2.687 0.867
C -4.168 0.336 -0.444
H -4.931 1.077 -0.695
H -4.648 -0.589 -0.115
C -3.317 0.032 -1.703
C -4.095 -0.849 -2.687
H -3.707 -0.699 -3.695
C -3.775 -2.264 -2.192
H -4.565 -2.638 -1.544
C -2.470 -2.087 -1.395
H -1.623 -2.611 -1.845
H -2.589 -2.432 -0.362
O -2.152 -0.700 -1.402
H -3.649 -2.962 -3.017
H -5.161 -0.630 -2.684
H -2.981 0.969 -2.153
C -1.902 0.335 2.597
H -1.215 1.083 2.202
H -2.453 0.759 3.439
C -1.101 -0.882 3.065
C -0.398 -1.494 1.910
N -0.090 -2.733 1.728
N 0.529 -2.816 0.528
C 0.564 -1.624 0.036
O 0.000 -0.723 0.871
C 1.162 -1.179 -1.246
C 2.443 -0.439 -0.951
C 2.469 0.946 -0.909
C 3.629 1.651 -0.597
C 4.755 0.914 -0.327
C 4.735 -0.482 -0.360
C 3.594 -1.180 -0.664
H 3.581 -2.257 -0.676
O 5.981 -0.960 -0.053
C 6.788 0.175 0.172
O 6.015 1.344 0.001
H 7.626 0.180 -0.543
H 7.188 0.146 1.198
H 3.646 2.728 -0.568
H 1.567 1.497 -1.122
H 1.358 -2.065 -1.848
H 0.444 -0.532 -1.753
H -1.757 -1.641 3.490
H -0.371 -0.585 3.823